(1)
ORCA calculation (wB97M-V/def2-TZVPD) on a structure of composition C19H23IIrN5O3S2 in a non-equilibrium geometry.

Last column: Löwdin charge in e.
Geometry (Å):
C: 2.45952 2.25834 -2.68252  -0.195
I: 3.32455 -0.84744 -1.69182  -0.323
H: 2.23003 3.21218 -3.18978  0.071
H: 2.47556 1.49116 -3.46783  0.031
H: 3.47311 2.34380 -2.25425  0.052
C: 2.32051 -0.50657 2.79624  -0.060
C: 2.91914 0.68993 2.65768  -0.072
N: 2.65614 1.12858 1.36856  -0.117
C: 1.82502 0.25394 0.73082  -0.495
N: 1.68715 -0.77904 1.60365  -0.134
H: 2.30582 -1.18590 3.63085  0.120
H: 3.54543 1.23096 3.34784  0.108
C: -0.76100 -1.62436 -4.41615  -0.068
C: 0.14435 -0.31357 -2.80531  -0.389
N: -0.07050 -1.58920 -3.21791  -0.137
H: -1.50408 0.04376 -5.61854  0.103
N: -0.43265 0.45177 -3.78044  -0.117
H: -1.08860 -2.51958 -4.90012  0.109
Ir: 0.97784 0.18025 -1.06994  0.774
C: 1.42923 2.02294 -1.62735  -0.712
O: 0.79304 2.92609 -1.07950  -0.101
C: -0.96952 -0.34084 -4.77772  -0.080
C: -0.57167 1.88812 -3.85774  -0.035
H: -1.36454 2.07806 -4.59271  0.086
H: 0.35149 2.35488 -4.23807  0.082
H: -0.84678 2.32286 -2.88449  0.089
C: 0.21063 -2.80262 -2.49223  -0.082
H: 0.37651 -3.59881 -3.22856  0.085
H: -0.64055 -3.07553 -1.84488  0.100
H: 1.11139 -2.65495 -1.88531  -0.015
C: 1.03565 -2.04050 1.34588  -0.070
H: 1.74911 -2.86948 1.49289  0.099
H: 0.65021 -2.04348 0.31321  0.028
H: 0.17886 -2.17341 2.02239  0.077
C: 3.23895 2.35161 0.86771  -0.046
H: 3.72026 2.19742 -0.11261  0.069
H: 4.00680 2.65092 1.59497  0.083
H: 2.47953 3.14630 0.80350  0.092
O: -2.07797 -3.51852 2.74769  -0.351
S: -2.85036 -2.54884 2.02806  0.595
O: -4.13072 -2.96737 1.54482  -0.344
N: -1.89851 -1.77072 0.85447  -0.150
C: -1.75401 -0.48583 1.10826  -0.821
S: -1.02151 0.64631 0.06812  0.676
C: -2.36591 -0.04977 2.38591  -0.273
C: -2.31729 1.20287 2.98654  -0.073
C: -3.03483 1.45527 4.15029  -0.125
C: -3.75590 0.41280 4.73458  -0.149
C: -3.76465 -0.88056 4.18459  -0.070
C: -3.03941 -1.08960 3.00736  -0.262
H: -1.72836 1.94827 2.47156  0.080
H: -3.03755 2.45143 4.58082  0.083
H: -4.31628 0.62404 5.63352  0.070
H: -4.33268 -1.68834 4.65302  0.105

**Expectation value of S²**: 6.025
**Orbital gap (alpha / beta)**: 0.75 / 5.68 eV
**Total charge**: -2
**HOMO energy (alpha / beta)**: 2.3 / -2.6 eV
**Lowest unoccupied orbital energy (alpha / beta)**: 3.003 / 3.086 eV
**Multiplicity**: 5



(2)
ORCA calculation (wB97M-V/def2-TZVPD) on a structure of composition C21H28BIrN8O in a non-equilibrium geometry.

Last column: Löwdin charge in e.
Geometry (Å):
Ir: -0.08186 0.06799 0.14706  1.531
C: -1.63187 2.50912 -1.75959  0.009
C: -0.70358 2.91776 -0.67053  -0.252
C: -0.32114 4.15953 -0.25785  0.071
C: 0.58595 3.99099 0.78210  -0.207
C: 1.30008 5.03510 1.56289  0.026
N: 0.74161 2.67096 1.01079  0.051
N: -0.04310 2.00459 0.12545  -0.098
B: 1.73507 1.82428 1.89934  -0.405
N: 2.56524 0.94536 0.88721  0.081
N: 1.87386 0.14233 0.02091  -0.046
C: 2.76281 -0.56641 -0.77370  -0.232
C: 2.30942 -1.52452 -1.81489  0.014
C: 4.01865 -0.19950 -0.38974  0.143
C: 3.87668 0.76215 0.66172  -0.133
C: 4.91987 1.47595 1.40876  0.054
N: 0.85604 0.84884 2.73967  0.055
N: 0.17850 -0.13625 2.07438  -0.095
C: -0.33118 -1.02919 2.95958  -0.279
C: -1.08234 -2.25484 2.57140  0.007
C: 0.04535 -0.59747 4.21722  0.075
C: 0.79379 0.56625 4.05457  -0.210
C: 1.44106 1.42379 5.07990  0.025
H: -1.65033 3.27758 -2.52928  0.112
H: -2.65033 2.38537 -1.38637  0.097
H: -1.31765 1.58048 -2.24744  0.077
H: -0.64398 5.10246 -0.66420  0.150
H: 0.87322 6.01168 1.35534  0.106
H: 2.35522 5.06181 1.28639  0.105
H: 1.24183 4.83668 2.63227  0.097
H: 2.43307 2.51056 2.56268  0.130
H: 1.22229 -1.60783 -1.86421  0.064
H: 2.70832 -2.51970 -1.61481  0.116
H: 2.66575 -1.21484 -2.79802  0.117
H: 4.95081 -0.55558 -0.80118  0.161
H: 5.90392 1.18757 1.04748  0.115
H: 4.85123 1.24538 2.47645  0.127
H: 4.80408 2.55816 1.29784  0.126
H: -1.21482 -2.35813 1.49353  0.065
H: -2.06684 -2.27215 3.03834  0.108
H: -0.54014 -3.13560 2.91695  0.112
H: -0.17251 -1.09155 5.14992  0.148
H: 1.00635 1.21221 6.05387  0.108
H: 1.30671 2.48100 4.85832  0.095
H: 2.51119 1.21654 5.13948  0.109
N: -7.26904 -0.05829 0.61416  0.223
C: -6.32814 0.41382 -0.20799  -0.508
O: -6.49237 1.12099 -1.17599  0.131
C: -4.87202 0.10477 0.08591  -0.063
C: -4.21961 0.53295 1.24194  0.054
C: -2.84813 0.44597 1.31463  -0.080
N: -2.11299 -0.06324 0.30125  -0.148
C: -2.75120 -0.52752 -0.80318  -0.107
C: -4.11224 -0.44967 -0.94515  0.049
H: -8.23471 0.16138 0.41224  0.145
H: -7.07209 -0.71392 1.35081  0.126
H: -4.77153 0.97388 2.06161  0.145
H: -2.29951 0.79781 2.17819  0.126
H: -2.13193 -0.96450 -1.58104  0.125
H: -4.58489 -0.78586 -1.85838  0.153

**Expectation value of S²**: 0.788
**Orbital gap (alpha / beta)**: 6.00 / 4.05 eV
**Total charge**: +3
**HOMO energy (alpha / beta)**: -17.4 / -17.3 eV
**Lowest unoccupied orbital energy (alpha / beta)**: -11.370 / -13.292 eV
**Multiplicity**: 2



(3)
ORCA calculation (wB97M-V/def2-TZVPD) on an isolated molecule of C4H4 in a non-equilibrium geometry.

Last column: Löwdin charge in e.
Geometry (Å):
C: -1.66164 -0.16656 -0.00291  0.021
C: -0.65688 0.64117 0.03080  -0.141
C: 0.59280 0.68716 -0.13922  -0.114
C: 1.61460 -0.12659 0.01961  0.009
H: -1.96628 -0.24489 -0.99199  0.048
H: -2.28193 -0.06436 0.84654  0.057
H: 2.37073 -0.28369 -0.75623  0.058
H: 1.98860 -0.44224 0.99340  0.062

**Orbital gap**: 8.84 eV
**Total charge**: 0
**HOMO energy**: -8.9 eV
**Lowest unoccupied orbital energy**: -0.028 eV



(4)
ORCA calculation (wB97M-V/def2-TZVPD) on a cluster of 2 separate species, C22H36N3O2S in total in a non-equilibrium geometry.

Last column: Löwdin charge in e.
Geometry (Å):
C: -3.10636 -1.30143 -4.58826  -0.075
C: -4.62236 -1.53848 -5.05997  -0.350
O: -4.58850 -2.43507 -6.22311  -0.091
C: -5.42622 -0.20146 -5.44955  -0.130
O: -6.56325 0.07884 -4.57327  -0.082
C: -6.14839 0.34478 -3.24163  -0.206
C: -7.11319 -0.00852 -2.06937  -0.005
N: -6.88726 0.22109 -0.68000  0.082
C: -5.57761 0.80202 -0.51980  -0.184
C: -5.12435 1.13537 0.96629  0.009
C: -3.72545 1.73776 1.30360  -0.025
C: -2.68283 2.04933 0.14120  -0.196
C: -1.20995 2.62198 0.38198  -0.168
C: -0.17354 1.39984 0.69722  -0.252
C: -0.38778 0.12736 -0.28199  -0.544
S: -1.52653 -1.17459 0.45537  0.628
C: -3.14209 1.73111 -1.30055  0.013
C: -4.56975 1.13365 -1.64602  -0.150
N: -4.86190 0.92528 -3.04124  0.128
H: -2.46304 -0.72493 -5.34471  0.093
H: -2.60817 -2.34797 -4.49484  0.083
H: -2.99930 -0.82121 -3.55014  0.059
H: -5.18363 -2.09271 -4.21778  0.153
H: -4.01044 -3.19522 -5.97153  0.094
H: -5.88951 -0.38882 -6.49625  0.148
H: -4.73499 0.71517 -5.59757  0.138
H: -8.12210 -0.49509 -2.35441  0.128
H: -5.84288 0.93640 1.84923  0.103
H: -3.42187 1.94536 2.38202  0.091
H: -1.18184 3.40927 1.22322  0.119
H: -0.86453 3.11122 -0.61022  0.120
H: 0.91885 1.74774 0.51526  0.103
H: -0.27879 1.00990 1.77166  0.097
H: 0.64758 -0.39344 -0.35685  0.043
H: -0.67897 0.41288 -1.35281  0.077
H: -2.24027 -1.79797 -0.56035  -0.137
H: -2.41953 1.92611 -2.18224  0.108
C: 5.76475 2.11229 2.44316  -0.088
C: 5.21475 1.22453 3.55574  -0.206
C: 5.78067 -0.19237 3.57433  -0.108
N: 5.06299 -1.25673 2.74240  -0.251
C: 5.94082 -2.50353 2.79709  0.021
C: 3.67815 -1.60251 3.28029  -0.079
C: 2.69302 -0.76267 2.48974  -0.148
C: 3.40567 -0.33815 1.21246  -0.147
C: 4.82065 -0.88909 1.28630  -0.081
H: 5.31948 1.88990 1.47238  0.057
H: 5.54547 3.16091 2.66086  0.088
H: 6.84914 2.01446 2.35497  0.086
H: 4.12547 1.24828 3.56243  0.103
H: 5.52155 1.69340 4.49798  0.126
H: 5.76291 -0.56854 4.60227  0.134
H: 6.82581 -0.18550 3.24966  0.136
H: 6.06155 -2.78935 3.84343  0.115
H: 6.90387 -2.26545 2.34498  0.113
H: 5.45265 -3.30552 2.24116  0.109
H: 3.49809 -2.66252 3.08730  0.137
H: 3.64617 -1.42372 4.35701  0.143
H: 2.37564 0.11216 3.06173  0.110
H: 1.78260 -1.32734 2.27281  0.122
H: 3.40350 0.75051 1.12089  0.105
H: 2.89221 -0.71990 0.32661  0.112
H: 5.60189 -0.21086 0.94248  0.132
H: 4.88131 -1.80822 0.69694  0.136

**Orbital gap**: 7.46 eV
**Total charge**: +1
**HOMO energy**: -10.0 eV
**Lowest unoccupied orbital energy**: -2.515 eV



(5)
ORCA calculation (wB97M-V/def2-TZVPD) on an isolated molecule of C4H10N2OS in a non-equilibrium geometry.

Last column: Löwdin charge in e.
Geometry (Å):
N: -2.56879 -0.50703 -0.93332  0.123
C: -1.27054 -0.02656 -0.38418  -0.121
C: -0.73043 -1.04563 0.39011  -0.597
O: -1.28724 -2.17381 0.47656  -0.077
N: 0.42847 -0.83195 1.10832  0.024
C: 1.14041 0.41014 1.23096  -0.275
C: 2.10018 0.77705 0.06959  -0.517
S: 1.54135 2.12425 -1.04582  0.672
H: -3.32201 -0.34029 -0.26645  0.151
H: -2.75243 -0.09572 -1.84544  0.149
H: -2.40030 -1.51036 -1.08552  0.135
H: -0.78432 0.87567 -0.72214  0.020
H: 0.71368 -1.60035 1.68915  0.131
H: 0.50140 1.26069 1.47381  0.107
H: 1.80806 0.27996 2.07489  0.106
H: 2.24968 -0.09756 -0.54968  0.068
H: 3.05515 1.09922 0.48862  0.053
H: 1.57767 1.40228 -2.16946  -0.152

**Orbital gap**: 7.54 eV
**Total charge**: 0
**HOMO energy**: -7.1 eV
**Lowest unoccupied orbital energy**: 0.400 eV



(6)
ORCA calculation (wB97M-V/def2-TZVPD) on an isolated molecule of C5H8N2 in a non-equilibrium geometry.

Last column: Löwdin charge in e.
Geometry (Å):
C: 0.14928 -0.41925 -1.57634  -0.012
C: 0.23344 0.15430 -0.12401  -0.428
C: -1.07436 0.77767 0.35273  -0.143
C: -2.01633 -0.30328 0.70326  -0.220
N: -2.73918 -1.16739 0.96952  0.141
C: 1.14517 -0.33282 1.18726  -0.092
N: 1.45993 0.70266 0.27623  -0.015
H: -0.81872 -0.20290 -2.06117  0.079
H: 0.90513 0.06131 -2.22423  0.078
H: 0.29717 -1.49835 -1.65007  0.075
H: -1.57145 1.43095 -0.37646  0.119
H: -0.84412 1.35022 1.25181  0.120
H: 1.31284 -1.40382 1.13248  0.086
H: 1.24382 0.03509 2.23526  0.103
H: 2.26494 0.75085 -0.32100  0.108

**Orbital gap**: 10.32 eV
**Total charge**: 0
**HOMO energy**: -9.5 eV
**Lowest unoccupied orbital energy**: 0.861 eV



- Which value of total charge does entry 3 give?
  0



- Among the records above, which one has the lowest total charge?
  C19H23IIrN5O3S2



- Which value of total charge does entry 3 give?
  0



- Which of these has the lowest total charge?
  C19H23IIrN5O3S2